[1]
ORCA calculation (the ωB97M-V functional and the def2-TZVPD basis) on C5H10N2O in the gas phase at a distorted geometry.

Structure (XYZ):
```
18
Properties=species:S:1:pos:R:3:forces:R:3:lowdin_charge:R:1
C 1.4849 0.7655 -0.6180 -0.78 -1.06 1.58 -0.16
C -0.7412 -0.4501 0.1145 1.59 -0.52 1.21 -0.47
C 0.0146 0.7201 -0.3529 -1.88 3.16 -0.46 -0.28
N -1.8759 -0.1808 0.9301 -0.33 0.32 0.15 0.10
N -0.6450 1.9305 -0.4650 -0.86 -0.21 -0.25 0.12
C 1.5679 -0.6646 -0.2288 2.12 -2.25 -1.37 -0.19
C 0.8081 -1.1455 0.8736 -1.13 0.93 -0.39 -0.07
O -1.1476 -1.4733 -0.7795 0.25 0.38 -0.10 -0.01
H -0.4271 -1.5788 -1.4162 -0.09 0.03 0.01 0.09
H -1.7072 -0.2336 1.9260 0.18 0.09 -0.19 0.09
H -2.6961 -0.7257 0.6985 0.26 -0.12 -0.13 0.09
H -1.6403 1.9576 -0.2889 0.17 -0.11 -0.07 0.09
H -0.2196 2.8376 -0.6049 0.32 -0.61 0.15 0.10
H 2.0440 1.4448 0.0472 -0.15 0.19 -0.05 0.11
H 1.7299 1.0004 -1.6550 0.02 -0.16 -0.02 0.11
H 1.8369 -1.3685 -1.0057 0.34 -0.14 0.06 0.09
H 0.9375 -0.6177 1.8216 -0.17 -0.02 0.01 0.09
H 0.6761 -2.2176 1.0034 0.14 0.08 -0.12 0.10
```
Positions in Å, forces in eV/Å.

Values from the calculation:
Total energy, a.u.: -381.11901
Relative energy (zero: lowest compared OMol25 entry of this formula, charge and spin), kcal/mol: 104.4
Gap between HOMO and LUMO (alpha / beta), eV: 7.53 / 7.01
HOMO (alpha / beta), eV: -6.5437 / -6.0897
LUMO energy (alpha / beta), eV: 1.0 / 0.9
Largest force on an atom, eV/A: 3.71

=====

[2]
ORCA calculation (the ωB97M-V functional and the def2-TZVPD basis) on a 2-piece molecular cluster, C5H5NOS overall at a distorted geometry.

Structure (XYZ):
```
13
Properties=species:S:1:pos:R:3:forces:R:3:lowdin_charge:R:1
C 1.0677 -0.4693 -2.6639 -1.51 0.59 1.75 -0.18
C 0.0289 -0.0519 -1.7777 3.07 -1.15 1.14 -0.22
N 0.3150 -0.2577 -0.4725 -1.35 0.73 -1.55 -0.33
S 1.7833 -0.9666 -0.3081 -0.36 0.23 -0.40 0.99
C 2.1075 -0.9936 -1.9588 0.06 -0.17 -1.47 -0.42
H 0.8043 -0.2648 -3.6698 0.96 -0.40 -1.16 0.09
H -0.7604 0.4200 -2.3062 -1.45 0.51 0.98 0.10
H 2.9419 -1.4029 -2.4865 0.71 -0.25 0.45 0.06
C -0.6814 -0.9856 2.3239 -0.29 -0.57 -2.40 -0.02
C -0.3371 0.2202 2.6045 0.96 0.72 -0.31 -0.32
O 0.0971 1.2676 2.8040 -0.14 1.00 0.35 0.17
H -0.7395 -1.6371 3.1262 -0.37 -1.40 1.16 0.03
H -0.6709 -1.2474 1.2340 -0.28 0.17 1.46 0.05
```
Positions in Å, forces in eV/Å.

Values from the calculation:
Structure (SMILES): c1cnsc1.C=C=O
Total energy, a.u.: -721.63516
Relative energy (zero: lowest compared OMol25 entry of this formula, charge and spin), kcal/mol: 53.0
Gap between HOMO and LUMO, eV: 9.56
HOMO, eV: -8.8936
LUMO energy, eV: 0.7
Largest force on an atom, eV/A: 3.48

=====

[3]
ORCA calculation (the ωB97M-V functional and the def2-TZVPD basis) on a 22-piece molecular cluster, C54H77N21O2 overall at a distorted geometry.

Structure (XYZ):
```
154
Properties=species:S:1:pos:R:3:forces:R:3:lowdin_charge:R:1
C 11.5797 -2.1582 -0.2941 -1.75 0.09 0.85 -0.02
C 10.2698 -1.9618 0.2654 2.14 0.51 -1.19 -0.09
C 9.0515 -1.3985 -0.6475 1.27 -3.16 -0.64 -0.29
C 7.9502 -2.5721 -0.7177 -1.26 0.80 0.48 -0.11
C 6.4449 -2.1017 -0.4861 -3.74 0.64 -0.47 -0.17
C 5.8459 -1.5643 0.8278 -1.89 -0.29 -2.24 -0.03
C 4.3270 -1.1737 0.9402 0.66 -1.38 -3.50 -0.03
C 3.3565 -1.3370 -0.2748 3.39 -0.52 -0.25 -0.21
C 1.7804 -0.9957 -0.1968 0.75 -1.28 -0.32 -0.10
C 3.9759 -1.8588 -1.6160 1.95 0.03 2.61 -0.06
C 5.4684 -2.2346 -1.7103 -1.35 1.24 3.21 -0.02
O 8.5433 -0.1194 -0.1890 1.44 1.45 -1.33 -0.05
C 9.3169 0.9638 -0.6634 3.73 -0.11 -0.19 -0.23
O 10.5504 0.9119 -0.9225 -4.83 -0.21 0.76 0.01
H 12.5243 -1.6470 0.1271 -1.42 -1.96 0.37 0.08
H 11.7493 -2.8701 -1.1711 -0.55 2.48 0.30 0.00
H 10.1128 -2.1821 1.3789 0.13 1.72 -1.36 0.10
H 9.4521 -1.2557 -1.7178 -0.44 -0.11 1.79 0.15
H 8.0169 -3.0434 -1.7628 -0.11 0.62 1.65 0.11
H 8.2209 -3.3506 0.0690 -0.41 0.98 -1.07 0.12
H 6.5085 -1.4547 1.7613 -1.12 -0.22 -1.66 0.07
H 3.8493 -0.7862 1.9026 1.08 -0.64 -1.38 0.08
H 1.4733 -0.5223 0.7925 0.56 -0.37 -1.45 0.07
H 1.2105 -2.0000 -0.2577 0.85 1.57 0.07 0.08
H 1.4471 -0.3982 -1.1196 0.57 -0.70 1.56 0.06
H 3.3342 -2.0076 -2.5609 1.09 0.34 2.13 0.02
H 5.8847 -2.6407 -2.6922 -0.67 0.63 1.49 0.08
H 8.8379 2.0064 -0.7923 -0.21 -2.00 0.60 0.16
C -0.2675 2.4332 -1.9198 -0.42 -0.72 0.45 -0.07
C -0.9765 1.3559 -1.1558 -1.15 -1.81 1.29 -0.25
N -1.5313 0.5060 -0.5534 1.68 2.70 -1.94 0.14
H -0.7667 2.6014 -2.8753 0.01 0.01 0.12 0.08
H -0.2746 3.3610 -1.3467 -0.07 -0.13 -0.04 0.06
H 0.7666 2.1371 -2.1054 -0.10 -0.04 0.06 0.07
C 0.4839 6.4909 -1.0237 -0.30 -0.25 -0.82 -0.06
C 0.0221 6.0625 -2.3838 -0.75 -0.67 -2.25 -0.24
N -0.3413 5.7241 -3.4538 1.13 1.03 3.36 0.13
H 1.1555 5.7390 -0.6060 -0.06 0.05 -0.10 0.08
H 1.0138 7.4420 -1.0948 -0.07 -0.11 -0.06 0.08
H -0.3748 6.6099 -0.3610 0.04 -0.02 -0.13 0.08
C -4.7980 -1.0428 -0.6422 -0.99 0.16 0.01 -0.09
C -6.2845 -0.9473 -0.4747 -2.44 0.17 0.23 -0.24
N -7.4558 -0.8728 -0.3427 3.64 -0.23 -0.30 0.10
H -4.3174 -1.1148 0.3323 -0.08 0.10 -0.21 0.03
H -4.5456 -1.9297 -1.2267 -0.07 0.07 0.10 0.04
H -4.4250 -0.1567 -1.1588 -0.10 -0.06 0.06 0.07
C -9.5261 1.5610 1.5521 0.11 0.67 0.76 -0.08
C -9.3512 2.5340 2.6791 0.32 1.60 1.87 -0.24
N -9.2134 3.2996 3.5662 -0.44 -2.38 -2.69 0.10
H -8.8267 1.7941 0.7480 -0.07 -0.05 0.10 0.07
H -9.3367 0.5462 1.9046 0.03 0.12 -0.04 0.07
H -10.5438 1.6191 1.1658 0.17 0.05 0.05 0.03
C -2.2318 -1.4982 -4.3136 -0.38 -0.67 0.46 -0.05
C -2.9389 -2.5740 -3.5474 -1.08 -1.78 1.25 -0.23
N -3.4949 -3.4230 -2.9443 1.65 2.63 -1.97 0.12
H -2.7316 -1.3379 -5.2704 -0.01 -0.05 0.24 0.02
H -2.2429 -0.5673 -3.7438 -0.04 -0.15 0.05 0.07
H -1.1962 -1.7919 -4.4956 -0.09 -0.07 0.12 0.08
C 3.0047 -5.7031 -0.8140 -0.25 0.52 -0.62 -0.08
C 2.4568 -4.9852 -2.0088 -0.90 1.17 -1.98 -0.26
N 2.0247 -4.4201 -2.9513 1.34 -1.85 2.89 0.11
H 2.1918 -6.1738 -0.2594 0.05 0.03 -0.16 0.07
H 3.7085 -6.4721 -1.1347 -0.16 0.06 -0.04 0.06
H 3.5207 -4.9968 -0.1603 -0.07 0.08 -0.16 0.07
C 7.7495 0.5939 4.5873 0.16 -0.86 -0.23 -0.07
C 8.0227 -0.8353 4.2291 0.64 -3.12 -0.73 -0.25
N 8.2439 -1.9689 3.9527 -0.84 4.29 1.00 0.12
H 6.7452 0.8718 4.2636 0.09 -0.09 0.00 0.08
H 7.8255 0.7266 5.6676 0.01 -0.09 -0.11 0.08
H 8.4750 1.2443 4.0962 -0.05 -0.13 0.01 0.08
C 4.8856 -3.2342 -5.8363 -0.64 0.71 0.49 -0.06
C 3.9924 -2.2914 -5.0906 -1.52 1.51 1.10 -0.21
N 3.2935 -1.5485 -4.4972 2.13 -2.17 -2.41 0.12
H 4.5612 -4.2627 -5.6703 0.00 0.13 0.08 0.08
H 4.8464 -3.0164 -6.9051 -0.08 0.05 0.11 0.08
H 5.9141 -3.1250 -5.4875 -0.37 -0.02 -0.02 0.01
C -13.7968 -0.2394 0.7573 0.75 0.18 -0.48 -0.07
C -12.5642 0.0752 -0.0355 2.02 0.49 -1.36 -0.24
N -11.5940 0.3229 -0.6597 -3.13 -0.77 1.97 0.13
H -13.9893 0.5588 1.4759 0.07 -0.05 -0.10 0.08
H -14.6541 -0.3317 0.0889 0.13 0.03 0.02 0.08
H -13.6616 -1.1787 1.2957 0.05 0.09 -0.08 0.08
C -9.3611 4.8159 6.9649 0.21 -0.44 0.79 -0.07
C -9.0722 4.1977 8.2996 0.47 -1.00 2.22 -0.25
N -8.8449 3.7108 9.3504 -0.73 1.55 -3.27 0.11
H -10.4255 5.0408 6.8826 0.10 -0.06 0.06 0.08
H -8.7921 5.7401 6.8530 -0.03 -0.11 0.07 0.08
H -9.0802 4.1260 6.1668 -0.04 0.06 0.06 0.04
C 9.6939 -2.5541 -6.1384 -0.65 -0.52 0.32 -0.05
C 8.5955 -3.4265 -5.6110 -1.74 -1.47 0.90 -0.21
N 7.7302 -4.1136 -5.1954 3.02 2.11 -1.26 0.12
H 9.3090 -1.9128 -6.9328 -0.03 -0.10 0.09 0.08
H 10.0891 -1.9296 -5.3356 -0.07 -0.11 -0.03 0.08
H 10.4990 -3.1727 -6.5378 -0.12 0.00 0.08 0.08
C -2.2303 -2.5142 -8.5090 -0.53 0.63 0.15 -0.08
C -3.1181 -1.5653 -7.7652 -1.47 1.53 1.06 -0.25
N -3.8184 -0.8170 -7.1790 2.17 -2.35 -1.87 0.11
H -2.5481 -3.5414 -8.3211 0.09 0.35 0.01 0.01
H -2.2860 -2.3128 -9.5804 -0.02 0.16 0.12 0.08
H -1.1972 -2.3953 -8.1779 -0.13 0.04 0.04 0.08
C -9.3398 6.2297 11.8307 -0.39 0.62 0.56 -0.14
C -9.1632 7.2010 12.9571 0.32 1.53 1.82 -0.27
N -9.0219 7.9647 13.8457 -0.39 -2.31 -2.77 0.10
H -8.6412 6.4623 11.0279 -0.08 -0.07 0.18 0.05
H -9.1514 5.2161 12.1824 0.05 0.20 -0.08 0.05
H -10.3595 6.2890 11.4448 0.03 0.12 0.14 0.07
C 2.9982 1.7394 -5.4658 0.22 0.39 -0.85 -0.08
C 3.3681 2.4096 -6.7545 0.59 1.16 -2.12 -0.26
N 3.6592 2.9369 -7.7690 -0.90 -1.67 3.18 0.10
H 1.9998 2.0538 -5.1571 0.09 0.02 -0.11 0.07
H 3.0063 0.6559 -5.5943 0.02 0.12 0.04 0.03
H 3.7134 2.0105 -4.6875 -0.03 -0.03 -0.12 0.08
C -5.8195 9.1056 13.0074 0.77 0.20 -0.50 -0.08
C -4.5854 9.4043 12.2103 2.05 0.50 -1.31 -0.26
N -3.6134 9.6391 11.5832 -3.03 -0.80 1.94 0.10
H -6.0015 9.9070 13.7249 0.05 -0.06 -0.10 0.08
H -6.6798 9.0214 12.3423 0.11 -0.01 0.08 0.06
H -5.6945 8.1659 13.5474 -0.03 0.09 -0.09 0.07
C 0.7595 -8.3466 -4.3348 0.49 -0.09 0.74 -0.07
C 1.5960 -8.4944 -3.1004 1.37 -0.22 2.03 -0.24
N 2.2542 -8.6107 -2.1286 -2.06 0.35 -3.04 0.12
H 0.4594 -9.3303 -4.6994 0.07 0.07 0.10 0.08
H -0.1337 -7.7619 -4.1095 0.14 -0.02 0.04 0.08
H 1.3319 -7.8376 -5.1116 -0.01 -0.02 0.14 0.08
C 13.4569 -6.0957 -0.7298 -0.25 0.65 -0.58 -0.06
C 13.0562 -5.0339 -1.7081 -0.63 1.69 -1.67 -0.23
N 12.7402 -4.1979 -2.4784 1.09 -2.84 2.27 0.11
H 13.6064 -7.0426 -1.2509 -0.04 0.13 -0.01 0.08
H 14.3859 -5.8111 -0.2336 -0.10 0.04 -0.09 0.08
H 12.6754 -6.2214 0.0213 0.04 0.08 -0.11 0.08
C -5.2535 -5.3905 -5.4345 0.68 0.22 -0.48 -0.06
C -4.0308 -5.0902 -6.2458 1.99 0.51 -1.26 -0.21
N -3.0673 -4.8542 -6.8841 -3.14 -1.11 2.27 0.12
H -5.4374 -4.5792 -4.7281 0.16 -0.05 -0.07 0.06
H -6.1182 -5.4949 -6.0918 0.15 0.02 -0.02 0.08
H -5.1117 -6.3199 -4.8808 0.07 0.11 -0.07 0.08
C -2.0837 7.2252 -6.3163 -0.65 0.65 0.08 -0.08
C -3.1612 8.2656 -6.2602 -1.79 1.73 0.07 -0.26
N -4.0090 9.0847 -6.2156 2.66 -2.57 -0.13 0.10
H -1.2673 7.5700 -6.9528 -0.12 0.02 0.05 0.08
H -1.6974 7.0354 -5.3132 -0.07 0.02 -0.11 0.04
H -2.4852 6.2964 -6.7246 -0.01 0.13 0.05 0.08
C -4.0383 5.3018 11.8028 -0.89 0.06 0.07 -0.06
C -5.5245 5.3923 11.9724 -2.45 0.15 0.26 -0.20
N -6.6948 5.4649 12.1059 4.21 -0.28 -0.29 0.16
H -3.5572 5.2323 12.7796 -0.11 0.01 -0.07 0.08
H -3.7853 4.4169 11.2168 -0.11 0.07 0.06 0.08
H -3.6694 6.1895 11.2860 -0.10 -0.04 0.06 0.07
C -5.2117 -3.3032 2.7988 0.71 0.21 -0.52 -0.06
C -3.9856 -2.9835 1.9983 3.28 0.65 -1.91 -0.24
N -3.0033 -2.7350 1.3665 -4.15 -1.15 2.81 0.13
H -5.4035 -2.5054 3.5180 0.07 -0.05 -0.10 0.08
H -6.0730 -3.3998 2.1355 0.12 0.04 0.01 0.08
H -5.0689 -4.2416 3.3369 0.06 0.09 -0.09 0.08
```
Positions in Å, forces in eV/Å.

Values from the calculation:
Total energy, a.u.: -3403.64392
Gap between HOMO and LUMO, eV: 7.93
HOMO, eV: -7.8315
LUMO energy, eV: 0.1
Largest force on an atom, eV/A: 5.15